Computed, not measured: a 6-piece molecular cluster, C18H36O18 overall in a non-equilibrium geometry, with ωB97M-V/def2-TZVPD.

Atoms and positions in Å:
C 0.718 -7.410 -11.607
O 2.118 -7.669 -11.526
C 2.632 -8.454 -10.650
O 2.030 -9.200 -9.894
O 4.022 -8.279 -10.678
C 4.748 -9.176 -9.806
H 0.014 -7.867 -10.912
H 0.493 -7.977 -12.510
H 0.565 -6.372 -11.903
H 5.822 -9.228 -9.985
H 4.282 -10.156 -9.907
H 4.551 -8.765 -8.816
C 8.013 -13.661 -15.470
O 6.674 -14.000 -15.852
C 5.799 -14.615 -15.073
O 6.075 -15.173 -13.979
O 4.651 -14.604 -15.719
C 3.537 -15.187 -15.082
H 8.186 -13.742 -14.397
H 8.328 -12.745 -15.970
H 8.586 -14.425 -15.994
H 2.577 -14.894 -15.508
H 3.585 -14.780 -14.071
H 3.658 -16.270 -15.059
C -1.641 -16.997 -16.313
O -1.507 -15.625 -15.857
C -1.099 -14.719 -16.694
O -0.975 -14.837 -17.946
O -0.880 -13.577 -15.910
C -0.571 -12.338 -16.461
H -0.847 -17.271 -17.008
H -2.570 -17.105 -16.873
H -1.518 -17.741 -15.526
H -1.243 -12.006 -17.252
H 0.402 -12.469 -16.935
H -0.453 -11.640 -15.633
C -3.147 -9.649 -14.987
O -3.433 -10.998 -15.279
C -3.599 -11.958 -14.327
O -3.668 -11.788 -13.156
O -3.995 -13.107 -14.950
C -4.029 -14.364 -14.250
H -3.809 -9.295 -14.197
H -3.431 -9.053 -15.855
H -2.098 -9.433 -14.785
H -4.825 -14.406 -13.506
H -3.039 -14.626 -13.879
H -4.346 -15.011 -15.068
C 0.767 -10.557 -13.474
O -0.202 -11.479 -12.984
C 0.119 -12.741 -12.950
O 1.251 -13.240 -13.160
O -0.930 -13.422 -12.614
C -0.809 -14.844 -12.404
H 1.649 -10.941 -13.985
H 1.191 -10.120 -12.570
H 0.260 -9.861 -14.142
H -0.591 -15.376 -13.330
H -1.682 -15.232 -11.880
H -0.026 -15.119 -11.697
C 4.395 -11.230 -15.602
O 4.030 -9.935 -15.277
C 2.890 -9.418 -15.779
O 2.077 -9.943 -16.520
O 2.768 -8.193 -15.213
C 1.703 -7.328 -15.344
H 4.774 -11.290 -16.622
H 3.672 -11.989 -15.302
H 5.338 -11.443 -15.099
H 0.807 -7.797 -14.937
H 1.549 -7.027 -16.380
H 1.867 -6.370 -14.851

The calculation puts the energy above the lowest of the compared OMol25 structures with the same formula, charge and spin at 66.1 kcal/mol. The total charge is 0.



Computed, not measured: C18H36O26S5 as an isolated structure in a non-equilibrium geometry, with ωB97M-V/def2-TZVPD.

Atoms and positions in Å:
C -9.755 -3.175 24.322
C -8.526 -2.293 24.012
O -7.346 -2.997 23.540
C -6.328 -2.988 24.407
O -6.151 -2.261 25.341
O -5.501 -3.929 24.123
C -4.126 -3.855 24.604
H -9.778 -3.562 25.335
H -9.764 -3.989 23.612
H -10.699 -2.580 24.150
H -8.312 -1.764 24.918
H -8.829 -1.737 23.148
H -3.467 -3.232 23.901
H -3.892 -4.899 24.693
H -4.060 -3.308 25.579
C 0.405 2.429 23.213
C 0.615 1.655 24.484
O 1.377 0.409 24.272
C 0.633 -0.505 23.647
O -0.576 -0.510 23.415
O 1.377 -1.508 23.240
C 0.679 -2.641 22.578
H 0.137 1.905 22.321
H 1.251 3.035 22.926
H -0.474 3.109 23.392
H -0.344 1.408 24.779
H 1.212 2.262 25.262
H 0.105 -3.232 23.297
H 1.522 -3.221 22.146
H 0.037 -2.330 21.768
C -7.864 3.022 25.208
C -7.046 1.769 25.270
O -7.414 1.138 24.019
S -8.846 1.660 23.434
O -9.911 0.675 23.574
O -8.505 2.180 22.147
O -9.111 2.754 24.561
H -7.418 3.824 24.575
H -8.176 3.411 26.234
H -7.354 1.148 26.096
H -6.013 2.051 25.274
C -8.399 -1.905 18.693
C -8.801 -1.707 20.163
O -9.705 -0.567 20.238
S -10.024 0.066 18.840
O -9.264 1.255 18.632
O -11.433 0.004 18.687
O -9.452 -1.193 17.980
H -8.498 -2.887 18.319
H -7.410 -1.484 18.462
H -7.981 -1.424 20.846
H -9.370 -2.545 20.512
C 0.882 -1.190 28.101
C -0.114 -0.717 29.217
O -1.377 -1.402 28.884
S -1.533 -1.370 27.306
O -2.138 -0.098 26.953
O -1.882 -2.681 26.819
O 0.080 -1.136 26.889
H 1.213 -2.211 28.277
H 1.692 -0.448 27.931
H -0.357 0.382 29.139
H 0.248 -1.056 30.227
C -7.289 4.170 20.419
C -6.528 2.955 20.015
O -5.183 3.260 20.438
S -5.215 3.971 21.857
O -4.348 5.088 21.929
O -5.379 2.941 22.858
O -6.744 4.608 21.718
H -8.326 4.114 20.480
H -7.038 4.867 19.615
H -6.403 2.835 18.966
H -6.746 2.018 20.518
C -3.874 -0.068 23.155
C -3.123 0.514 21.924
O -3.774 -0.150 20.727
S -5.103 -0.899 21.171
O -5.153 -2.137 20.468
O -6.254 -0.046 21.195
O -4.599 -1.209 22.633
H -4.537 0.603 23.812
H -3.177 -0.487 23.868
H -2.090 0.205 21.982
H -3.310 1.596 21.909

The calculation puts the energy above the lowest of the compared OMol25 structures with the same formula, charge and spin at 34.2 kcal/mol. The total charge is 0.



Computed, not measured: C18H37AlBeBrF10KMgN3O17P2S as an isolated structure in a non-equilibrium geometry, with ωB97M-V/def2-TZVPD.

Atoms and positions in Å:
C -0.216 1.529 -3.892
C -0.858 0.830 -2.703
O -0.546 -0.562 -2.814
C 0.318 -1.092 -1.881
C 0.505 -2.506 -2.463
N -0.755 -3.289 -2.517
O 1.584 -0.441 -1.965
C 2.276 -0.158 -0.796
C 3.776 -0.214 -1.206
O 3.835 0.291 -2.542
C 5.145 0.333 -3.062
C 5.441 -0.843 -3.998
C 5.147 -2.212 -3.378
C 5.821 -3.399 -4.066
S 5.123 -4.961 -3.386
C 5.393 1.658 -3.843
C 4.115 2.424 -4.172
O 3.953 3.542 -3.775
O 3.156 1.882 -4.960
P 2.050 -1.443 0.624
P 3.989 -2.175 1.268
O 5.006 -1.136 1.470
O 4.441 -3.338 0.221
O 3.744 -2.970 2.631
N 1.838 1.136 -0.213
C 2.070 1.359 1.174
O 1.185 1.398 1.965
F 3.313 1.597 1.544
C 2.231 2.302 -0.953
O 3.311 2.754 -1.069
F 1.190 2.954 -1.466
H 0.869 1.516 -3.771
H -0.503 2.588 -3.890
H -0.515 1.046 -4.856
H -0.585 1.243 -1.727
H -1.946 0.931 -2.788
H -0.203 -1.051 -0.910
H 0.784 -2.300 -3.533
H 1.377 -3.042 -2.011
H -1.378 -3.046 -1.759
H -1.174 -3.026 -3.411
H 4.077 -1.260 -1.295
H 4.415 0.360 -0.533
H 5.921 0.326 -2.285
H 6.516 -0.811 -4.220
H 4.955 -0.739 -4.977
H 4.070 -2.378 -3.260
H 5.551 -2.189 -2.355
H 5.684 -3.400 -5.147
H 6.880 -3.421 -3.810
H 4.350 -4.495 -2.382
H 6.043 2.346 -3.308
H 5.888 1.447 -4.798
H 3.232 0.920 -5.006
H 1.424 -2.596 0.115
H 5.259 -3.034 -0.201
H 4.421 -2.661 3.253
Be -1.106 1.878 1.803
F -6.480 0.321 -0.860
Al -4.927 1.043 -0.271
F -4.962 1.319 1.370
F -4.736 2.467 -1.162
F -3.703 -0.003 -0.637
F -3.709 -0.941 -2.929
K 0.959 -4.655 -3.616
Br -0.360 -0.934 -5.801
O -8.879 -0.588 -1.542
H -8.089 -0.077 -1.190
H -9.106 -1.342 -0.956
H -8.734 -0.885 -2.464
N -4.329 1.286 4.257
O -3.988 0.277 3.654
O -3.575 2.277 4.287
O -5.416 1.334 4.847
Mg -5.539 0.137 -2.995
O -11.470 0.766 -2.847
H -11.459 1.719 -2.992
H -10.926 0.645 -2.066
C -1.096 1.370 9.003
C -1.736 2.181 7.885
O -3.036 1.735 7.506
C -4.160 2.105 8.251
O -4.266 3.362 8.485
C -4.335 1.256 9.585
F -3.939 -0.003 9.383
F -5.625 1.218 9.917
F -3.657 1.743 10.616
H -1.295 0.306 8.879
H -0.018 1.534 9.005
H -1.464 1.671 9.981
H -1.128 2.042 6.990
H -1.722 3.251 8.100
H -4.983 1.663 7.610

The total energy comes out at -7861.72951 hartree. The total charge is +1.



Computed, not measured: a 4-piece molecular cluster, C18H37B3NO13S overall in a non-equilibrium geometry, with ωB97M-V/def2-TZVPD.

Atoms and positions in Å:
C 5.388 -1.246 -0.091
C 4.251 -0.842 -0.056
C 2.832 -0.333 -0.159
C 2.416 0.470 1.110
C 1.065 1.269 0.958
C 0.844 1.893 -0.434
C 1.905 2.716 -0.946
O 3.031 2.973 -0.242
B 2.852 4.002 0.713
O 3.254 3.857 2.039
O 2.252 5.212 0.350
C 1.786 3.293 -2.251
B 2.899 4.197 -2.974
O 2.436 5.275 -3.731
O 4.233 3.883 -2.877
C 0.623 3.024 -2.966
N -0.383 2.264 -2.458
B -1.566 2.080 -3.400
O -2.742 2.702 -3.119
O -1.447 1.328 -4.564
C -1.443 -0.071 -4.192
C -0.320 1.689 -1.223
C -1.446 0.832 -0.641
C -1.234 -0.717 -0.793
C -2.618 -1.406 -0.435
C -2.517 -2.480 0.693
S -2.964 -4.161 0.153
O -3.641 -4.185 -1.115
O -3.874 -4.732 1.122
O -1.649 -5.131 0.083
H 6.371 -1.527 -0.456
H 2.785 0.238 -1.106
H 2.132 -1.192 -0.273
H 2.233 -0.281 1.908
H 3.240 1.139 1.409
H 0.248 0.587 1.250
H 1.112 2.105 1.687
H 2.480 3.686 2.603
H 1.562 5.393 1.006
H 1.910 5.840 -3.143
H 4.686 4.741 -2.797
H 0.517 3.437 -3.981
H -3.297 2.577 -3.911
H -2.065 -0.174 -3.272
H -1.829 -0.699 -5.013
H -0.428 -0.441 -3.924
H -1.451 1.029 0.451
H -2.458 1.097 -0.999
H -0.500 -1.078 -0.047
H -0.894 -1.029 -1.793
H -3.305 -0.619 -0.057
H -3.099 -1.786 -1.361
H -1.522 -2.467 1.187
H -3.239 -2.214 1.492
H -0.888 -4.532 0.201
C 1.084 -6.919 2.516
O 0.376 -5.702 2.750
H 1.529 -7.243 3.453
H 0.396 -7.688 2.158
H 1.875 -6.758 1.779
H -0.010 -5.432 1.912
C 3.180 2.871 5.434
O 2.106 2.136 4.840
H 3.853 3.194 4.642
H 2.786 3.748 5.954
H 3.726 2.238 6.134
H 1.520 1.858 5.551
C -7.018 -2.809 0.265
O -6.809 -3.309 1.580
H -8.037 -2.434 0.189
H -6.313 -1.993 0.073
H -6.870 -3.616 -0.457
H -5.895 -3.629 1.614

The total energy comes out at -2213.62524 hartree. The total charge is +1.



Computed, not measured: C18H37B4FO35S7 as an isolated structure in a non-equilibrium geometry, with ωB97M-V/def2-TZVPD.

Atoms and positions in Å:
C 1.859 -4.605 3.895
C 2.050 -5.574 2.553
B 1.347 -4.708 1.303
O 1.753 -3.291 0.993
B 0.483 -2.542 1.069
C 0.140 -1.286 2.073
C 1.464 -0.395 2.497
O 2.471 -0.375 1.588
F 1.552 0.302 3.824
O -0.635 -2.994 0.171
B -0.926 -4.407 0.592
O -2.250 -4.902 1.017
B -2.674 -4.339 2.314
O -3.219 -2.942 2.312
O -2.621 -5.019 3.626
O 0.255 -5.337 0.499
H 2.381 -3.547 3.711
H 2.231 -5.114 4.887
H 0.692 -4.356 3.919
H 3.164 -5.863 2.341
H 1.402 -6.560 2.729
H -0.287 -1.757 3.082
H -0.745 -0.639 1.627
H -2.633 -2.462 2.979
H -3.074 -4.418 4.317
C 2.594 3.054 0.483
C 1.379 3.317 -0.403
O 0.388 3.852 0.472
S 1.126 4.706 1.649
O 1.101 6.103 1.276
O 0.656 4.224 2.927
O 2.636 4.142 1.405
H 2.472 2.128 1.054
H 3.522 3.006 -0.093
H 1.014 2.409 -0.890
H 1.602 4.073 -1.163
C -3.430 -1.188 -2.219
C -3.997 -0.850 -0.844
O -3.272 0.300 -0.413
S -2.878 1.197 -1.717
O -3.857 2.252 -1.851
O -1.455 1.442 -1.690
O -3.189 0.068 -2.852
H -2.474 -1.715 -2.133
H -4.123 -1.788 -2.816
H -3.879 -1.670 -0.131
H -5.056 -0.576 -0.910
C 6.242 3.579 -3.290
C 6.501 2.217 -3.928
O 5.348 1.436 -3.624
S 4.046 2.418 -3.559
O 3.368 2.352 -4.835
O 3.374 2.204 -2.299
O 4.852 3.833 -3.484
H 6.436 3.553 -2.212
H 6.842 4.370 -3.747
H 7.404 1.739 -3.539
H 6.575 2.300 -5.017
C 3.041 3.832 -8.221
C 3.392 4.935 -7.227
O 4.640 5.459 -7.676
S 4.706 5.349 -9.302
O 4.326 6.629 -9.857
O 5.925 4.664 -9.664
O 3.456 4.320 -9.495
H 3.602 2.916 -8.008
H 1.970 3.608 -8.228
H 3.476 4.562 -6.203
H 2.655 5.744 -7.259
C -8.160 -0.718 3.078
C -7.428 0.096 2.015
O -6.073 0.153 2.455
S -5.719 -1.222 3.259
O -5.054 -2.121 2.343
O -5.175 -0.869 4.550
O -7.249 -1.745 3.465
H -8.380 -0.107 3.959
H -9.087 -1.154 2.697
H -7.839 1.102 1.903
H -7.446 -0.413 1.045
C 0.302 -10.256 0.132
C 0.640 -8.913 0.774
O 1.001 -9.223 2.118
S 1.706 -10.694 2.152
O 3.140 -10.508 2.141
O 1.024 -11.504 3.135
O 1.245 -11.183 0.667
H -0.702 -10.588 0.419
H 0.376 -10.223 -0.958
H -0.201 -8.217 0.752
H 1.507 -8.452 0.289
C -1.347 7.888 4.574
C -2.654 8.246 3.871
O -2.427 7.962 2.493
S -1.396 6.704 2.373
O -2.173 5.502 2.169
O -0.302 7.090 1.513
O -0.871 6.714 3.917
H -0.601 8.678 4.444
H -1.491 7.696 5.640
H -2.927 9.295 4.010
H -3.475 7.608 4.216

The total energy comes out at -6328.00614 hartree. The total charge is 0.